# 1
Formula: C56H122N6O8
Source: the Open Molecules 2025 dataset
Level of theory: wB97M-V/def2-TZVPD

XYZ file:
```
192
Properties=species:S:1:pos:R:3:mulliken_charge:R:1
C 18.507 14.320 12.662 -0.94
C 17.057 14.413 12.153 1.69
C 16.403 15.709 12.725 -0.61
C 16.903 16.932 11.966 -0.36
C 16.686 16.825 10.512 -1.68
C 17.201 15.543 9.825 1.67
N 16.828 14.444 10.715 0.23
O 17.362 13.234 10.094 -0.50
C 16.547 15.318 8.433 -2.01
C 18.710 15.567 9.581 -1.64
C 16.238 13.206 12.771 -0.92
H 19.044 13.566 12.132 0.67
H 18.561 14.027 13.735 0.40
H 19.114 15.289 12.551 0.09
H 15.301 15.571 12.589 0.37
H 16.562 15.791 13.817 -0.55
H 17.962 17.067 12.182 0.11
H 16.397 17.781 12.409 0.45
H 17.226 17.627 10.015 0.47
H 15.630 16.929 10.326 0.37
H 16.866 14.359 8.048 0.44
H 15.458 15.212 8.455 0.42
H 16.734 16.155 7.771 0.42
H 19.193 14.609 9.418 0.24
H 18.974 16.167 8.728 0.51
H 19.222 16.096 10.399 0.33
H 16.793 12.267 12.653 -0.39
H 15.285 13.091 12.302 0.67
H 16.173 13.538 13.800 -0.33
H 16.659 12.849 9.656 0.33
C 25.928 16.179 15.826 -1.82
C 24.730 15.393 15.321 1.97
C 24.373 14.369 16.436 -1.51
C 23.166 13.509 16.050 -0.91
C 22.046 14.546 15.906 0.55
C 22.238 15.689 14.910 3.81
N 23.571 16.341 15.222 -0.10
O 23.737 17.218 14.121 -0.50
C 22.058 15.054 13.528 -1.35
C 21.220 16.767 15.209 -2.65
C 25.160 14.645 14.014 -1.80
H 26.820 15.510 15.824 0.41
H 25.833 16.443 16.841 0.41
H 26.195 17.033 15.154 0.38
H 25.309 13.791 16.660 0.42
H 24.322 14.849 17.411 0.25
H 22.942 12.746 16.802 0.48
H 23.309 12.964 15.093 0.39
H 22.042 15.063 16.862 -0.40
H 21.098 14.033 15.767 -1.17
H 22.090 15.765 12.725 0.38
H 22.700 14.202 13.341 0.34
H 21.052 14.684 13.420 -0.25
H 20.200 16.450 15.396 -0.44
H 21.450 17.317 16.132 0.53
H 21.112 17.445 14.361 0.85
H 24.844 15.227 13.146 0.35
H 24.802 13.665 13.879 0.39
H 26.232 14.556 14.018 0.42
H 23.255 17.977 14.448 0.40
C 19.113 13.715 22.367 -2.12
C 20.087 13.912 21.178 2.44
C 19.639 15.080 20.288 -2.08
C 20.584 15.504 19.300 2.59
C 21.905 15.727 19.988 -1.77
C 22.426 14.588 20.806 1.97
N 21.323 14.221 21.730 -0.07
O 21.715 13.099 22.455 -0.46
C 22.915 13.408 19.999 -0.82
C 23.610 14.948 21.726 -2.03
C 20.028 12.606 20.291 -1.58
H 18.068 13.813 22.094 0.41
H 19.494 14.437 23.131 0.39
H 19.237 12.758 22.798 0.50
H 18.671 14.904 19.876 0.22
H 19.573 15.879 20.970 0.60
H 20.246 16.390 18.747 -0.51
H 20.698 14.647 18.593 -1.02
H 21.803 16.620 20.725 0.30
H 22.702 15.991 19.327 0.45
H 23.969 13.569 19.733 0.54
H 22.862 12.481 20.547 0.42
H 22.313 13.243 19.108 -0.56
H 24.228 15.496 21.056 0.48
H 23.339 15.610 22.560 0.43
H 24.121 14.053 22.105 0.36
H 20.601 11.850 20.793 0.50
H 20.499 12.721 19.338 -0.22
H 18.999 12.250 20.225 0.53
H 21.501 13.313 23.363 0.38
C 14.024 16.382 15.923 -1.26
C 12.795 15.585 16.367 2.11
C 11.520 16.449 16.486 -1.43
C 10.214 15.678 16.520 -0.68
C 10.080 14.821 15.324 -1.16
C 11.246 13.816 15.268 1.46
N 12.468 14.671 15.216 -0.03
O 13.580 13.811 15.112 0.41
C 11.086 12.733 16.412 -1.40
C 11.220 13.130 13.927 -1.95
C 13.152 14.946 17.663 -1.30
H 15.009 15.903 15.749 -0.51
H 14.168 17.250 16.665 0.14
H 13.820 16.822 14.940 0.59
H 11.704 17.048 17.413 0.39
H 11.568 17.060 15.636 0.50
H 9.422 16.414 16.546 0.42
H 10.178 15.097 17.432 0.32
H 10.155 15.369 14.409 0.45
H 9.132 14.314 15.343 0.36
H 10.283 12.015 16.091 0.44
H 12.000 12.138 16.523 0.07
H 10.766 13.085 17.390 0.35
H 12.032 12.426 13.883 0.26
H 10.235 12.678 13.842 0.57
H 11.512 13.886 13.187 0.37
H 12.425 14.232 18.042 0.22
H 13.336 15.616 18.562 0.39
H 14.092 14.360 17.545 0.11
H 14.033 14.028 14.298 0.03
C 20.103 11.661 14.352 0.23
C 19.974 10.275 15.003 2.42
C 18.642 10.096 15.674 -1.85
C 17.519 10.028 14.715 1.74
C 17.725 8.819 13.790 -1.64
C 19.124 8.886 13.082 2.12
N 20.131 9.196 14.066 0.08
O 21.372 9.356 13.427 -0.46
C 19.365 7.514 12.473 -1.99
C 19.039 9.917 11.903 -1.46
C 21.078 10.084 16.066 -2.07
H 19.303 11.921 13.729 -0.38
H 20.991 11.629 13.669 0.81
H 20.294 12.462 15.120 -1.11
H 18.601 9.195 16.284 0.45
H 18.515 10.970 16.337 -0.05
H 17.367 10.997 14.267 -1.12
H 16.655 9.857 15.418 -0.20
H 16.902 8.585 13.092 0.44
H 17.772 7.970 14.498 0.36
H 20.230 7.405 11.789 0.38
H 19.637 6.755 13.205 0.48
H 18.507 7.071 11.859 0.33
H 20.034 10.381 11.777 0.25
H 18.781 9.531 10.917 0.42
H 18.344 10.732 12.078 0.17
H 21.172 9.025 16.405 0.42
H 21.000 10.743 16.927 0.04
H 21.990 10.380 15.581 0.61
H 21.797 8.549 13.809 0.40
C 18.142 18.879 15.140 -1.77
C 18.193 19.610 16.493 2.09
C 18.150 21.158 16.141 -1.25
C 17.817 22.077 17.303 -0.65
C 16.413 21.649 17.871 -1.31
C 16.443 20.213 18.408 1.64
N 16.884 19.368 17.200 -0.08
O 16.991 18.053 17.733 0.10
C 17.287 20.037 19.623 -1.63
C 15.011 19.705 18.686 -1.91
C 19.434 19.253 17.321 -0.97
H 18.911 19.257 14.466 0.43
H 17.144 18.906 14.644 0.56
H 18.510 17.894 15.375 -0.22
H 19.125 21.558 15.789 0.38
H 17.524 21.250 15.250 0.44
H 17.801 23.081 16.925 0.50
H 18.576 21.977 18.080 0.29
H 15.577 21.778 17.194 0.39
H 16.256 22.295 18.727 0.37
H 16.798 20.481 20.509 0.53
H 17.498 18.962 19.873 0.16
H 18.261 20.590 19.592 0.33
H 15.105 18.643 18.852 0.37
H 14.744 20.189 19.627 0.54
H 14.232 19.873 17.931 0.30
H 19.505 18.155 17.385 -0.46
H 19.381 19.485 18.320 0.36
H 20.351 19.657 16.846 0.46
H 16.356 17.550 17.233 -0.03
C 17.581 14.341 17.159 0.94
O 17.869 13.471 16.124 1.17
H 17.542 13.819 18.124 0.26
H 18.354 15.103 17.181 -0.29
H 16.625 14.918 17.059 -0.86
H 17.075 12.931 16.130 -0.95
C 14.718 11.049 17.028 -1.16
O 15.307 12.324 16.680 -0.50
H 15.546 10.331 17.036 0.42
H 14.181 11.096 17.980 0.31
H 14.039 10.689 16.284 0.42
H 14.623 12.920 16.336 0.18
```

The value obtained for the lowest unoccupied orbital energy is 0.52 eV. The value obtained for the calculated total energy is -85362.0151 eV. The strongest force on any atom comes out at 4.1 eV/Å. The HOMO-LUMO gap is 8.8791 eV. The total charge is 0. As for the SMILES: CC1(C)CCCC(C)(C)N1O.CC1(C)CCCC(C)(C)N1O.CC1(C)CCCC(C)(C)N1O.CC1(C)CCCC(C)(C)N1O.CC1(C)CCCC(C)(C)N1O.CC1(C)CCCC(C)(C)N1O.CO.CO. The value obtained for the HOMO energy is -8.4 eV.

# 2
Formula: C56H123CuF6O28
Source: the Open Molecules 2025 dataset
Level of theory: wB97M-V/def2-TZVPD

XYZ file:
```
214
Properties=species:S:1:pos:R:3:lowdin_spin:R:1
Cu 1.066 -2.867 -3.944 1.23
C -0.023 -0.838 -1.084 0.01
O 1.175 -0.422 -0.512 0.00
O 0.208 -1.622 -2.206 0.07
C -1.184 -1.242 0.006 0.00
F -2.357 -1.628 -0.565 0.00
F -0.740 -2.270 0.725 0.00
F -1.573 -0.250 0.879 0.00
C 1.288 0.913 0.020 0.00
C 2.627 1.004 0.687 0.00
H 3.462 1.001 -0.014 0.00
H 2.821 1.827 1.376 0.00
H 2.811 0.107 1.277 0.00
H 0.563 1.097 0.813 0.00
H 1.255 1.627 -0.803 0.00
H -0.328 0.110 -1.527 0.00
C -5.075 0.240 -1.537 0.00
O -4.328 1.285 -0.999 0.00
C -3.261 1.803 -1.742 0.00
C -2.683 3.187 -1.337 0.00
O -1.938 3.829 -2.302 0.00
C -0.682 3.107 -2.728 0.00
C 0.288 3.957 -3.610 0.00
O 1.093 3.160 -4.491 0.00
C 2.350 3.724 -4.805 0.00
H -4.465 -0.286 -2.271 0.00
H -5.984 0.569 -2.040 0.00
H -5.497 -0.393 -0.756 0.00
H -3.525 2.041 -2.773 0.00
H -2.519 1.005 -1.721 0.00
H -1.988 3.001 -0.518 0.00
H -3.538 3.823 -1.107 0.00
H -0.849 2.149 -3.220 0.00
H -0.083 2.888 -1.845 0.00
H 0.941 4.530 -2.951 0.00
H -0.230 4.703 -4.214 0.00
H 2.884 3.074 -5.499 0.00
H 2.968 3.836 -3.914 0.00
H 2.170 4.712 -5.230 0.00
C 0.497 -0.364 3.423 0.00
O 1.192 0.897 3.252 0.00
C 1.657 1.535 4.351 0.00
C 0.671 2.222 5.242 0.00
O 1.127 3.212 6.160 0.00
C 1.949 4.294 5.735 0.00
C 3.495 4.010 6.067 0.00
O 3.663 4.365 7.383 0.00
C 5.035 4.406 7.791 0.00
H -0.478 -0.128 3.850 0.00
H 1.083 -0.918 4.157 0.00
H 0.345 -0.946 2.514 0.00
H 2.273 2.337 3.943 0.00
H 2.258 0.811 4.901 0.00
H 0.212 1.460 5.871 0.00
H -0.063 2.662 4.567 0.00
H 1.676 5.268 6.140 0.00
H 1.710 4.462 4.685 0.00
H 4.022 4.619 5.333 0.00
H 3.765 2.965 5.917 0.00
H 5.246 3.489 8.340 0.00
H 5.213 5.119 8.596 0.00
H 5.775 4.627 7.022 0.00
C 3.015 -3.305 -1.052 0.01
O 2.143 -3.954 -1.988 0.09
C 1.628 -5.218 -1.509 0.01
C 0.878 -5.843 -2.655 0.02
O 0.039 -4.783 -3.317 0.11
C -1.210 -4.567 -2.682 0.01
C -2.156 -3.900 -3.741 0.00
O -1.454 -2.818 -4.500 0.03
C -2.153 -1.590 -4.586 0.00
H 3.891 -3.842 -0.689 0.00
H 2.587 -2.729 -0.231 0.00
H 3.453 -2.455 -1.575 0.00
H 0.862 -5.029 -0.758 0.00
H 2.336 -5.952 -1.125 0.00
H 0.339 -6.725 -2.309 0.00
H 1.609 -6.164 -3.398 0.01
H -1.146 -3.929 -1.800 0.00
H -1.668 -5.507 -2.375 0.00
H -3.032 -3.567 -3.184 0.00
H -2.492 -4.660 -4.446 0.00
H -1.622 -0.801 -5.118 0.00
H -2.488 -1.283 -3.595 0.00
H -3.109 -1.731 -5.090 0.00
C 4.171 -1.289 -3.856 0.03
O 2.753 -0.993 -4.043 0.09
C 2.449 0.290 -4.459 0.01
C 0.973 0.196 -5.145 0.01
O 0.676 -1.100 -5.600 0.07
C 1.059 -1.459 -6.924 0.01
C 0.254 -2.643 -7.405 0.01
O 0.593 -3.640 -6.460 0.10
C -0.071 -4.877 -6.694 0.01
H 4.649 -0.601 -3.158 0.00
H 4.723 -1.160 -4.787 0.00
H 4.288 -2.346 -3.620 0.02
H 3.258 0.693 -5.068 0.00
H 2.356 0.854 -3.531 0.00
H 0.772 0.962 -5.894 0.00
H 0.168 0.415 -4.443 0.00
H 2.134 -1.634 -6.877 0.01
H 0.848 -0.612 -7.578 0.00
H 0.624 -2.870 -8.405 0.00
H -0.766 -2.263 -7.466 0.00
H -1.158 -4.826 -6.631 0.00
H 0.341 -5.545 -5.938 0.01
H 0.224 -5.342 -7.635 0.00
C -5.130 -4.631 -6.661 0.00
O -5.126 -3.814 -5.484 0.00
C -6.362 -3.928 -4.670 0.00
C -6.133 -3.290 -3.339 0.00
O -5.378 -4.043 -2.486 0.00
C -5.301 -3.441 -1.141 0.00
C -6.600 -3.561 -0.255 0.00
O -7.166 -2.319 -0.138 0.00
C -8.308 -2.159 0.717 0.00
H -6.019 -4.441 -7.262 0.00
H -5.286 -5.691 -6.457 0.00
H -4.182 -4.467 -7.174 0.00
H -6.577 -4.985 -4.513 0.00
H -7.191 -3.512 -5.243 0.00
H -7.124 -3.213 -2.893 0.00
H -5.735 -2.275 -3.353 0.00
H -4.856 -2.447 -1.199 0.00
H -4.487 -3.949 -0.624 0.00
H -6.396 -4.049 0.698 0.00
H -7.322 -4.210 -0.751 0.00
H -8.694 -1.140 0.687 0.00
H -8.061 -2.462 1.735 0.00
H -9.072 -2.842 0.345 0.00
C -4.769 9.456 5.955 0.00
O -4.124 8.317 6.464 0.00
C -4.050 7.164 5.597 0.00
C -3.471 6.026 6.487 0.00
O -3.355 4.884 5.656 0.00
C -2.966 3.596 6.251 0.00
C -3.384 2.493 5.188 0.00
O -2.583 2.670 4.008 0.00
C -2.840 1.636 3.013 0.00
H -4.149 10.079 5.311 0.00
H -4.989 9.987 6.881 0.00
H -5.692 9.177 5.447 0.00
H -3.309 7.387 4.828 0.00
H -5.063 6.965 5.248 0.00
H -4.275 5.721 7.156 0.00
H -2.469 6.170 6.891 0.00
H -3.552 3.494 7.165 0.00
H -1.895 3.584 6.456 0.00
H -4.446 2.505 4.944 0.00
H -3.234 1.531 5.678 0.00
H -3.887 1.552 2.725 0.00
H -2.366 0.686 3.263 0.00
H -2.341 1.792 2.057 0.00
C 4.810 -2.075 4.213 0.00
O 5.814 -1.258 3.726 0.00
C 5.729 -0.795 2.393 0.00
C 7.169 -0.523 1.891 0.00
O 8.126 -1.567 1.889 0.00
C 8.050 -2.718 1.035 0.00
C 9.441 -3.561 1.071 0.00
O 9.512 -4.773 0.307 0.00
C 10.686 -5.527 0.558 0.00
H 4.308 -1.453 4.954 0.00
H 5.229 -2.957 4.697 0.00
H 4.140 -2.338 3.394 0.00
H 5.090 0.070 2.218 0.00
H 5.332 -1.676 1.888 0.00
H 7.617 0.344 2.377 0.00
H 7.083 -0.342 0.820 0.00
H 7.787 -2.425 0.018 0.00
H 7.284 -3.414 1.375 0.00
H 9.778 -3.714 2.096 0.00
H 10.249 -2.976 0.631 0.00
H 11.603 -5.085 0.169 0.00
H 10.518 -6.522 0.147 0.00
H 10.836 -5.868 1.583 0.00
C -0.059 3.942 1.923 0.00
O -0.194 5.425 1.812 0.00
C -0.745 5.882 0.506 0.00
C 0.323 6.376 -0.469 0.00
O 1.231 5.342 -0.609 0.00
C 2.622 5.611 -0.478 0.00
C 3.132 6.280 -1.665 0.00
O 2.661 7.644 -1.899 0.00
C 3.547 8.562 -1.264 0.00
H 0.090 3.471 0.951 0.00
H -0.926 3.393 2.290 0.00
H 0.869 3.731 2.456 0.00
H -1.550 6.616 0.530 0.00
H -1.155 5.005 0.005 0.00
H 0.803 7.281 -0.095 0.00
H 0.055 6.572 -1.508 0.00
H 3.070 4.626 -0.343 0.00
H 2.887 6.191 0.405 0.00
H 3.003 5.626 -2.527 0.00
H 4.220 6.221 -1.696 0.00
H 4.535 8.580 -1.723 0.00
H 3.472 8.452 -0.182 0.00
H 3.227 9.595 -1.405 0.00
C -3.394 -9.471 2.784 0.00
C -4.159 -8.163 2.779 0.00
O -3.266 -7.221 2.470 0.00
C -3.617 -5.984 2.070 0.00
O -4.716 -5.490 1.848 0.00
C -2.347 -5.158 1.752 0.00
F -2.696 -3.848 2.003 0.00
F -1.299 -5.452 2.468 0.00
F -1.830 -5.306 0.523 0.00
H -3.020 -9.737 1.795 0.00
H -4.064 -10.304 2.996 0.00
H -2.634 -9.558 3.561 0.00
H -4.578 -8.164 3.785 0.00
H -4.990 -8.170 2.073 0.00
```

The value obtained for the lowest unoccupied orbital energy (spin up / spin down) is 0.46 / -0.60 eV. The value obtained for the calculated total energy is -178316.4385 eV. The strongest force on any atom comes out at 4.8 eV/Å. Its expectation value of S² is 2.002. The HOMO-LUMO gap (spin up / spin down) is 4.4796 / 6.8317 eV. The total charge is 0. As for the multiplicity: 3. The value obtained for the HOMO energy (spin up / spin down) is -4.0 / -7.4 eV.

- Among the records above, which one has the lowest calculated total energy?
  C56H123CuF6O28